{"formula": "C42H102N2O10", "method": "wB97M-V/def2-TZVPD", "spin_multiplicity": 2, "e_above_lowest_kj_mol": 120.20, "homo_energy_ha": [-0.3465, -0.3465], "max_force_ha_per_bohr": 0.07537, "gap_ev": [6.890, 2.751], "charge": 1, "molar_mass_g_mol": 795.3, "e_tot_ha": -2522.80851, "symbols": ["C", "C", "C", "C", "C", "C", "N", "O", "C", "C", "C", "H", "H", "H", "H", "H", "H", "H", "H", "H", "H", "H", "H", "H", "H", "H", "H", "H", "H", "H", "C", "C", "C", "C", "C", "C", "N", "O", "C", "C", "C", "H", "H", "H", "H", "H", "H", "H", "H", "H", "H", "H", "H", "H", "H", "H", "H", "H", "H", "H", "C", "C", "C", "O", "H", "H", "H", "H", "H", "H", "H", "H", "C", "C", "C", "O", "H", "H", "H", "H", "H", "H", "H", "H", "C", "C", "C", "O", "H", "H", "H", "H", "H", "H", "H", "H", "C", "C", "C", "O", "H", "H", "H", "H", "H", "H", "H", "H", "C", "C", "C", "O", "H", "H", "H", "H", "H", "H", "H", "H", "C", "C", "C", "O", "H", "H", "H", "H", "H", "H", "H", "H", "C", "C", "C", "O", "H", "H", "H", "H", "H", "H", "H", "H", "C", "C", "C", "O", "H", "H", "H", "H", "H", "H", "H", "H"], "xyz": [[-0.41, 3.46, -4.44], [-0.94, 4.64, -3.47], [0.39, 5.20, -2.98], [0.12, 6.58, -2.24], [-0.60, 7.59, -3.20], [-1.89, 7.11, -3.90], [-1.62, 5.68, -4.40], [-2.62, 5.19, -5.18], [-3.13, 7.22, -2.96], [-2.00, 8.17, -5.09], [-1.89, 3.95, -2.42], [-0.38, 2.54, -3.85], [0.61, 3.67, -4.75], [-0.84, 3.41, -5.44], [1.00, 4.43, -2.51], [1.05, 5.50, -3.80], [1.15, 6.94, -2.17], [-0.34, 6.57, -1.25], [0.11, 7.94, -3.95], [-0.66, 8.51, -2.62], [-4.02, 6.86, -3.47], [-2.91, 6.57, -2.10], [-3.32, 8.23, -2.58], [-1.22, 8.24, -5.85], [-2.95, 7.98, -5.59], [-2.31, 9.15, -4.70], [-2.66, 3.33, -2.87], [-2.39, 4.64, -1.74], [-1.36, 3.36, -1.67], [-2.33, 5.44, -6.06], [-2.83, -2.22, 3.97], [-2.91, -1.13, 4.92], [-1.70, -1.32, 5.90], [-1.32, -0.06, 6.63], [-0.88, 0.94, 5.53], [-2.13, 1.33, 4.70], [-2.82, 0.15, 4.14], [-3.97, 0.39, 3.36], [-2.99, 2.29, 5.55], [-1.58, 2.07, 3.46], [-4.24, -1.19, 5.69], [-1.80, -2.37, 3.64], [-3.55, -2.10, 3.16], [-3.19, -3.11, 4.47], [-2.02, -2.05, 6.64], [-0.82, -1.85, 5.53], [-0.47, -0.29, 7.28], [-2.13, 0.18, 7.31], [-0.07, 0.62, 4.89], [-0.61, 1.80, 6.14], [-3.26, 1.82, 6.49], [-2.28, 3.09, 5.80], [-3.90, 2.57, 5.03], [-1.09, 2.98, 3.80], [-0.78, 1.44, 3.08], [-2.30, 2.31, 2.68], [-5.10, -0.83, 5.14], [-4.19, -0.69, 6.66], [-4.41, -2.22, 6.00], [-3.64, 0.11, 2.50], [-3.54, -4.26, 0.86], [-3.62, -5.06, -0.43], [-4.92, -4.69, -1.09], [-2.58, -4.61, -1.28], [-3.62, -3.19, 0.67], [-2.59, -4.44, 1.37], [-4.35, -4.62, 1.50], [-3.66, -6.11, -0.12], [-4.99, -5.15, -2.07], [-5.09, -3.61, -1.16], [-5.70, -5.19, -0.51], [-1.82, -4.68, -0.69], [1.68, -2.91, 4.62], [1.09, -4.34, 4.59], [1.34, -4.93, 3.19], [1.81, -5.18, 5.47], [1.74, -2.39, 5.57], [1.10, -2.26, 3.96], [2.70, -2.82, 4.25], [0.05, -4.32, 4.90], [1.28, -4.09, 2.50], [0.51, -5.64, 3.11], [2.32, -5.40, 3.09], [2.68, -5.31, 5.08], [1.92, 4.06, -0.12], [2.68, 4.44, 1.13], [1.72, 4.59, 2.31], [3.48, 3.33, 1.38], [1.31, 4.92, -0.40], [1.20, 3.27, 0.08], [2.58, 3.97, -0.99], [3.22, 5.37, 0.91], [1.03, 3.81, 2.62], [1.08, 5.41, 1.99], [2.27, 4.85, 3.22], [3.91, 3.03, 0.58], [-0.31, -3.85, -3.87], [1.11, -3.83, -4.52], [1.52, -2.42, -4.79], [1.99, -4.48, -3.71], [-0.59, -4.88, -3.64], [-1.09, -3.25, -4.33], [-0.21, -3.39, -2.88], [0.87, -4.41, -5.41], [2.47, -2.33, -5.31], [1.58, -1.69, -3.99], [0.81, -1.97, -5.48], [2.75, -4.71, -4.25], [-1.38, -1.18, 0.76], [-0.55, -1.24, -0.51], [-0.14, 0.21, -0.98], [0.62, -1.96, -0.08], [-1.69, -2.19, 1.04], [-2.28, -0.62, 0.51], [-0.99, -0.64, 1.63], [-0.84, -1.99, -1.25], [0.68, 0.63, -0.42], [-0.95, 0.94, -0.97], [0.09, 0.14, -2.05], [0.53, -2.92, -0.12], [-0.21, -7.07, -1.17], [0.59, -6.13, -0.31], [2.05, -6.34, -0.17], [0.35, -4.82, -0.71], [0.11, -7.01, -2.21], [-1.24, -6.72, -1.25], [-0.02, -8.07, -0.78], [0.19, -6.21, 0.70], [2.33, -7.30, 0.26], [2.35, -5.53, 0.50], [2.58, -6.23, -1.12], [0.67, -4.72, -1.61], [4.23, -1.21, 1.24], [4.33, -1.15, -0.29], [4.35, -2.51, -0.97], [3.08, -0.52, -0.84], [5.17, -1.60, 1.61], [3.33, -1.66, 1.65], [4.17, -0.16, 1.54], [5.14, -0.50, -0.63], [5.26, -2.96, -0.57], [4.40, -2.56, -2.06], [3.61, -3.26, -0.69], [2.30, -1.01, -0.59], [4.42, 3.14, -3.22], [3.72, 1.85, -3.68], [4.61, 0.59, -3.47], [2.57, 1.43, -2.89], [4.97, 3.02, -2.29], [3.62, 3.87, -3.17], [5.28, 3.38, -3.84], [3.39, 1.83, -4.72], [4.17, -0.36, -3.75], [4.88, 0.54, -2.41], [5.51, 0.59, -4.10], [2.82, 0.77, -2.25]]}

{"formula": "C42H104N4O12", "method": "wB97M-V/def2-TZVPD", "e_above_lowest_kj_mol": 54.83, "homo_energy_ha": -0.2913, "max_force_ha_per_bohr": 0.08395, "gap_ev": 8.106, "smiles": "CC1(C)CCCC(C)(C)N1O.CC1(C)CCCC(C)(C)N1O.CC1(C)CCCC(C)(C)N1O.CC1(C)CCCC(C)(C)N1O.CC(C)O.CC(C)O.O.O.O.O.O.O", "molar_mass_g_mol": 857.3, "e_tot_ha": -2784.07347, "symbols": ["O", "H", "H", "O", "H", "H", "O", "H", "H", "O", "H", "H", "O", "H", "H", "O", "H", "H", "C", "C", "C", "C", "C", "C", "N", "O", "C", "C", "C", "H", "H", "H", "H", "H", "H", "H", "H", "H", "H", "H", "H", "H", "H", "H", "H", "H", "H", "H", "C", "C", "C", "C", "C", "C", "N", "O", "C", "C", "C", "H", "H", "H", "H", "H", "H", "H", "H", "H", "H", "H", "H", "H", "H", "H", "H", "H", "H", "H", "C", "C", "C", "C", "C", "C", "N", "O", "C", "C", "C", "H", "H", "H", "H", "H", "H", "H", "H", "H", "H", "H", "H", "H", "H", "H", "H", "H", "H", "H", "C", "C", "C", "C", "C", "C", "N", "O", "C", "C", "C", "H", "H", "H", "H", "H", "H", "H", "H", "H", "H", "H", "H", "H", "H", "H", "H", "H", "H", "H", "C", "C", "C", "O", "H", "H", "H", "H", "H", "H", "H", "H", "C", "C", "C", "O", "H", "H", "H", "H", "H", "H", "H", "H"], "xyz": [[10.84, 9.92, -20.01], [11.40, 9.20, -20.31], [11.42, 10.48, -19.50], [12.45, 19.69, -14.50], [13.36, 19.77, -14.22], [12.50, 19.19, -15.32], [15.06, 12.04, -21.79], [14.49, 12.55, -21.21], [15.68, 11.61, -21.19], [13.62, 10.10, -14.23], [12.97, 9.80, -13.59], [13.97, 9.30, -14.62], [7.85, 9.85, -16.65], [7.91, 10.81, -16.57], [8.34, 9.65, -17.45], [16.60, 20.32, -16.52], [16.79, 21.05, -15.93], [17.45, 20.08, -16.90], [2.48, 21.04, -16.43], [2.93, 21.14, -17.93], [3.16, 22.63, -18.18], [4.45, 23.14, -17.60], [5.66, 22.38, -18.17], [5.55, 20.87, -17.99], [4.12, 20.34, -18.37], [3.89, 18.98, -18.23], [6.41, 20.35, -19.01], [5.99, 20.42, -16.52], [1.76, 20.54, -18.81], [1.67, 21.65, -16.06], [3.27, 21.25, -15.71], [2.34, 20.01, -16.10], [3.11, 22.85, -19.24], [2.31, 23.26, -17.90], [4.40, 22.98, -16.52], [4.47, 24.22, -17.74], [6.46, 22.76, -17.53], [5.99, 22.74, -19.14], [7.45, 20.67, -18.93], [6.37, 19.26, -18.95], [5.97, 20.66, -19.95], [5.59, 19.42, -16.34], [7.02, 20.73, -16.33], [5.42, 20.94, -15.76], [1.00, 21.29, -19.04], [1.29, 19.65, -18.40], [2.23, 20.22, -19.74], [3.77, 18.74, -19.15], [12.51, 15.97, -8.77], [13.00, 16.03, -7.24], [13.84, 17.48, -7.19], [13.93, 18.10, -5.75], [12.61, 18.03, -5.02], [11.95, 16.65, -4.86], [11.91, 15.94, -6.17], [11.31, 14.67, -6.12], [12.71, 15.74, -3.86], [10.56, 16.82, -4.23], [13.99, 14.87, -7.04], [13.32, 15.82, -9.48], [12.00, 16.89, -9.03], [11.88, 15.10, -8.94], [14.78, 17.24, -7.70], [13.44, 18.26, -7.83], [14.42, 19.07, -5.61], [14.61, 17.54, -5.10], [11.87, 18.54, -5.62], [12.76, 18.63, -4.12], [12.99, 16.40, -3.03], [12.41, 14.73, -3.58], [13.72, 15.50, -4.22], [10.11, 15.85, -4.03], [10.58, 17.40, -3.31], [9.80, 17.23, -4.91], [13.58, 13.90, -6.76], [14.73, 15.16, -6.30], [14.57, 14.63, -7.94], [11.90, 14.17, -5.56], [3.91, 12.72, -8.13], [3.67, 11.97, -9.46], [2.13, 11.83, -9.76], [1.53, 13.14, -10.29], [2.33, 13.74, -11.47], [3.82, 13.86, -11.25], [4.37, 12.71, -10.50], [5.73, 12.83, -10.29], [4.39, 13.70, -12.75], [4.12, 15.22, -10.71], [4.15, 10.54, -9.22], [3.57, 12.10, -7.30], [3.30, 13.62, -8.25], [4.93, 13.03, -7.90], [2.17, 11.18, -10.63], [1.42, 11.36, -9.09], [1.46, 13.82, -9.43], [0.50, 12.83, -10.44], [1.78, 14.68, -11.47], [2.16, 13.26, -12.43], [5.47, 13.72, -12.92], [4.27, 12.67, -13.10], [3.88, 14.35, -13.47], [3.38, 15.98, -10.96], [4.15, 15.32, -9.62], [5.04, 15.53, -11.22], [3.77, 9.88, -10.00], [3.68, 10.23, -8.28], [5.21, 10.33, -9.12], [5.83, 13.51, -9.61], [21.32, 18.11, -22.76], [20.20, 17.59, -21.98], [19.73, 16.20, -22.53], [20.63, 15.05, -22.27], [20.82, 14.95, -20.79], [21.25, 16.23, -20.02], [20.56, 17.43, -20.56], [20.70, 18.59, -19.84], [20.91, 15.94, -18.53], [22.75, 16.45, -20.18], [18.91, 18.46, -22.17], [21.01, 18.26, -23.79], [22.13, 17.39, -22.59], [21.57, 19.08, -22.34], [18.71, 15.99, -22.21], [19.87, 16.29, -23.60], [21.57, 15.34, -22.73], [20.32, 14.15, -22.80], [21.49, 14.10, -20.74], [19.86, 14.59, -20.43], [21.27, 14.96, -18.21], [21.40, 16.43, -17.69], [19.82, 15.92, -18.41], [23.15, 16.41, -21.19], [23.00, 17.44, -19.81], [23.19, 15.71, -19.50], [18.59, 18.35, -23.21], [19.10, 19.49, -21.86], [18.03, 18.10, -21.65], [21.62, 18.79, -20.02], [13.20, 16.09, -18.77], [12.51, 15.20, -17.75], [11.02, 15.12, -17.62], [12.89, 13.87, -17.88], [12.59, 15.74, -19.59], [14.28, 16.09, -18.95], [13.00, 17.14, -18.58], [12.88, 15.38, -16.74], [10.58, 15.99, -17.13], [10.54, 14.32, -17.05], [10.53, 15.02, -18.58], [13.17, 13.61, -17.00], [12.21, 17.07, -25.63], [12.28, 16.92, -27.11], [13.34, 16.17, -27.85], [10.99, 16.50, -27.53], [12.12, 16.24, -24.93], [11.52, 17.87, -25.40], [13.21, 17.50, -25.53], [12.24, 17.94, -27.50], [13.22, 15.74, -28.84], [13.73, 15.44, -27.14], [14.06, 16.98, -27.92], [10.69, 15.69, -27.11]]}

{"formula": "C42H107N5O12S4", "method": "wB97M-V/def2-TZVPD", "e_above_lowest_kj_mol": 594.65, "homo_energy_ha": -0.2942, "max_force_ha_per_bohr": 0.08118, "gap_ev": 8.292, "smiles": "CCOS(C)(=O)=O.CCOS(C)(=O)=O.CCOS(C)(=O)=O.CCOS(C)(=O)=O.CCN(CC)CC.CCN(CC)CC.CCN(CC)CC.CCN(CC)CC.CCN(CC)CC", "molar_mass_g_mol": 1002.6, "e_tot_ha": -4433.49538, "symbols": ["C", "C", "N", "C", "C", "C", "C", "H", "H", "H", "H", "H", "H", "H", "H", "H", "H", "H", "H", "H", "H", "H", "C", "C", "N", "C", "C", "C", "C", "H", "H", "H", "H", "H", "H", "H", "H", "H", "H", "H", "H", "H", "H", "H", "C", "C", "N", "C", "C", "C", "C", "H", "H", "H", "H", "H", "H", "H", "H", "H", "H", "H", "H", "H", "H", "H", "C", "C", "N", "C", "C", "C", "C", "H", "H", "H", "H", "H", "H", "H", "H", "H", "H", "H", "H", "H", "H", "H", "C", "C", "N", "C", "C", "C", "C", "H", "H", "H", "H", "H", "H", "H", "H", "H", "H", "H", "H", "H", "H", "H", "O", "S", "O", "O", "C", "C", "C", "H", "H", "H", "H", "H", "H", "H", "H", "O", "S", "O", "O", "C", "C", "C", "H", "H", "H", "H", "H", "H", "H", "H", "O", "S", "O", "O", "C", "C", "C", "H", "H", "H", "H", "H", "H", "H", "H", "O", "S", "O", "O", "C", "C", "C", "H", "H", "H", "H", "H", "H", "H", "H"], "xyz": [[21.60, -21.18, 15.37], [21.50, -22.58, 16.03], [22.81, -23.16, 16.33], [22.65, -24.61, 16.63], [22.06, -24.84, 18.03], [23.51, -22.35, 17.37], [24.87, -22.70, 17.84], [21.84, -20.49, 16.18], [20.71, -20.98, 14.79], [22.39, -21.25, 14.63], [20.90, -22.68, 16.94], [21.00, -23.20, 15.29], [22.20, -25.07, 15.75], [23.65, -25.07, 16.68], [21.62, -24.02, 18.60], [21.25, -25.57, 17.96], [22.90, -25.22, 18.61], [22.85, -22.19, 18.22], [23.69, -21.44, 16.79], [24.80, -23.19, 18.81], [25.53, -21.84, 17.95], [25.37, -23.34, 17.12], [10.93, -21.63, 6.04], [11.31, -20.12, 6.21], [11.96, -19.66, 7.54], [11.05, -19.90, 8.64], [11.25, -19.02, 9.87], [13.20, -20.33, 7.65], [14.32, -19.46, 8.24], [10.14, -21.97, 6.71], [11.67, -22.30, 6.48], [10.63, -21.79, 5.00], [11.85, -19.63, 5.40], [10.40, -19.55, 6.08], [9.98, -19.77, 8.46], [11.14, -20.93, 8.98], [10.60, -19.44, 10.65], [12.29, -19.10, 10.17], [10.92, -18.03, 9.56], [13.42, -20.61, 6.63], [13.08, -21.28, 8.16], [14.41, -18.47, 7.78], [15.32, -19.88, 8.22], [14.29, -19.35, 9.32], [19.92, -11.57, 17.45], [20.07, -12.48, 18.62], [19.72, -13.93, 18.35], [19.93, -14.79, 19.53], [19.04, -14.37, 20.68], [20.39, -14.45, 17.17], [19.94, -15.82, 16.51], [18.98, -11.57, 16.92], [20.75, -11.60, 16.74], [20.06, -10.57, 17.85], [21.14, -12.41, 18.83], [19.40, -12.15, 19.41], [19.68, -15.82, 19.29], [20.91, -14.56, 19.96], [19.36, -13.38, 21.00], [17.98, -14.27, 20.44], [19.08, -15.17, 21.42], [21.46, -14.47, 17.39], [20.29, -13.66, 16.42], [20.57, -15.87, 15.62], [18.91, -15.86, 16.15], [20.09, -16.65, 17.19], [13.35, -13.96, 7.03], [13.44, -14.91, 8.26], [13.33, -14.19, 9.54], [11.95, -13.77, 9.85], [12.03, -12.31, 10.26], [13.77, -15.16, 10.56], [14.12, -14.51, 11.86], [13.87, -14.37, 6.17], [13.97, -13.08, 7.23], [12.33, -13.68, 6.77], [12.77, -15.76, 8.12], [14.41, -15.39, 8.22], [11.49, -14.43, 10.58], [11.42, -13.72, 8.90], [12.50, -12.15, 11.23], [11.03, -11.89, 10.30], [12.43, -11.65, 9.50], [12.96, -15.89, 10.68], [14.66, -15.71, 10.26], [13.37, -13.87, 12.33], [14.17, -15.35, 12.56], [15.05, -13.95, 11.79], [16.62, -19.94, 18.35], [17.38, -20.95, 17.42], [16.79, -22.30, 17.38], [17.27, -23.04, 18.54], [16.20, -24.06, 18.95], [16.88, -22.97, 16.17], [18.29, -23.45, 15.78], [17.16, -19.02, 18.60], [16.33, -20.51, 19.24], [15.70, -19.79, 17.80], [17.49, -20.36, 16.51], [18.45, -20.97, 17.67], [18.20, -23.57, 18.36], [17.41, -22.37, 19.39], [15.15, -23.80, 19.03], [16.39, -25.00, 18.42], [16.40, -24.45, 19.95], [16.49, -22.35, 15.36], [16.05, -23.68, 16.21], [18.09, -24.00, 14.86], [18.79, -24.19, 16.40], [18.87, -22.58, 15.47], [11.07, -19.78, 15.15], [12.29, -19.28, 14.44], [13.25, -20.27, 13.87], [11.80, -18.24, 13.21], [11.11, -17.05, 13.60], [10.21, -16.53, 12.60], [13.17, -18.22, 15.77], [11.86, -16.26, 13.73], [10.61, -17.19, 14.56], [10.70, -16.62, 11.62], [9.89, -15.52, 12.83], [9.42, -17.28, 12.70], [13.97, -17.65, 15.30], [13.60, -18.94, 16.46], [12.37, -17.63, 16.22], [18.52, -18.96, 14.76], [17.39, -18.27, 14.15], [16.71, -17.19, 14.79], [17.84, -17.90, 12.61], [16.84, -17.29, 11.75], [17.13, -17.76, 10.29], [16.12, -19.59, 13.81], [16.97, -16.21, 11.68], [15.81, -17.51, 12.03], [18.18, -17.97, 10.09], [17.04, -16.88, 9.66], [16.55, -18.65, 10.05], [15.21, -19.06, 13.51], [16.00, -20.14, 14.75], [16.55, -20.17, 13.00], [14.86, -11.89, 16.97], [14.82, -13.20, 16.30], [13.75, -14.14, 16.66], [14.85, -13.07, 14.61], [15.60, -12.07, 13.88], [17.06, -12.07, 14.07], [16.48, -14.03, 16.61], [15.30, -11.05, 14.15], [15.32, -12.27, 12.85], [17.59, -11.45, 13.35], [17.57, -13.03, 13.96], [17.43, -11.68, 15.02], [16.60, -13.93, 17.69], [17.30, -13.47, 16.18], [16.29, -15.06, 16.30], [18.92, -21.87, 10.12], [19.34, -21.49, 11.50], [18.35, -21.49, 12.56], [20.60, -22.41, 12.11], [21.57, -22.92, 11.27], [22.66, -23.70, 12.10], [20.30, -19.93, 11.46], [21.88, -22.17, 10.54], [21.01, -23.55, 10.58], [22.32, -24.65, 12.52], [23.10, -23.07, 12.87], [23.43, -23.95, 11.37], [19.54, -19.14, 11.47], [20.77, -19.89, 10.48], [21.07, -19.95, 12.22]]}